The following is a DFT calculation (ωB97M-V/def2-TZVPD) of a cluster of 20 separate species, C74H202N14O23 in total at a distorted geometry.

```
313
Properties=species:S:1:pos:R:3:forces:R:3:mulliken_charge:R:1
C -2.0645 9.0628 2.8126 0.4869 0.3310 -0.9822 -1.1355
C -0.7267 8.4791 2.3346 -0.7087 -0.6197 0.9969 -0.2073
O -1.0411 7.5083 1.2955 0.3381 0.5746 1.0458 -0.1500
H -2.6755 8.2469 3.1988 -0.0385 0.0073 -0.1247 0.1739
H -2.5443 9.5088 1.9415 -0.3567 0.1271 0.1968 0.2778
H -1.9564 9.8055 3.6031 0.1528 0.0269 -0.0573 0.3952
H -0.3675 8.0377 3.2642 0.3443 -1.1462 -0.1770 0.2802
H 0.1091 9.1520 2.1426 -0.5085 0.4147 -0.9780 0.4010
H -0.4534 7.5934 0.5411 0.5078 0.3314 0.0938 -0.0979
C -1.8668 7.0235 -1.7879 0.8603 2.3929 -0.8115 -0.9173
C -2.0326 8.5922 -1.7352 -1.5348 -2.6650 0.7813 -0.3127
O -2.3322 9.1537 -2.9728 0.7462 1.0068 -0.7761 -0.5689
H -1.8826 6.7251 -0.7396 -0.1301 -0.6993 -0.4006 0.1728
H -0.9501 6.8075 -2.3365 0.1557 -0.5507 0.2379 0.1330
H -2.7169 6.7601 -2.4172 -0.1130 -0.8019 0.4423 0.5819
H -1.2464 9.0977 -1.1744 -0.0424 0.2191 -0.4195 0.3097
H -2.9625 8.5349 -1.1695 -0.0554 1.2097 0.7150 0.3317
H -2.6675 8.5042 -3.5951 0.0364 -0.1663 0.1966 0.3348
C -5.2265 0.2491 -3.9326 -0.1358 0.4722 0.5820 -0.5741
C -5.2191 1.7649 -3.8547 -0.2815 0.3110 -2.2986 0.0256
O -5.3142 2.3328 -5.2261 0.8631 -0.2031 0.9032 -0.5764
H -5.0008 -0.1572 -2.9466 -0.3832 -0.1778 0.1528 0.0059
H -4.4573 -0.1682 -4.5824 -0.1496 0.2814 -0.2979 0.0173
H -6.2345 -0.0127 -4.2542 0.1594 -0.6197 -0.0097 0.4635
H -4.2829 2.1357 -3.4375 -0.2176 0.2596 0.0302 -0.0254
H -6.1168 2.1714 -3.3886 0.3352 -0.2254 0.8321 0.3902
H -6.1307 2.0358 -5.6343 -0.1188 -0.1293 0.1452 0.2915
C 0.2439 0.0023 8.0616 1.2021 -1.3850 -1.3509 -0.8757
C -0.4676 1.2074 8.3626 -1.8044 2.8706 0.1793 0.0564
O 0.1461 1.9995 9.3884 -0.4603 -0.7928 -0.0890 -0.5410
H 0.3623 -0.6301 8.9415 0.1897 -0.1172 -0.1178 0.4168
H 1.1898 0.2763 7.5942 0.3752 -0.3839 0.3381 0.2082
H -0.3155 -0.5241 7.2883 -0.0269 -0.3852 0.0791 0.2417
H -1.5099 0.9765 8.5829 -0.2592 -0.0048 0.6444 0.2373
H -0.5956 1.9003 7.5310 0.4189 -0.1448 -0.3662 -0.0771
H 0.0677 1.3989 10.1332 0.3498 0.3673 0.6423 0.3175
C -4.7922 -8.3816 3.2222 2.2278 0.5018 0.8808 -1.1251
C -4.7092 -6.8421 3.3259 -1.7144 -1.3595 -0.5364 0.4302
O -6.0628 -6.5676 3.7020 -0.3485 1.1152 0.0411 -0.6133
H -3.7843 -8.7472 3.0258 0.1574 -0.3651 -0.1290 0.2234
H -5.4588 -8.8490 2.4974 -0.2199 0.6718 0.0980 0.3288
H -5.0084 -8.6675 4.2516 -0.3570 -0.5080 -0.2061 0.3467
H -4.4052 -6.3882 2.3827 -0.1919 0.2382 -0.0715 -0.1318
H -4.0768 -6.4646 4.1295 0.3326 -0.3791 -0.0584 0.2511
H -6.4797 -5.9610 3.0857 0.1088 0.1251 -0.1932 0.3489
C 1.4224 0.8328 -1.6651 0.3853 -1.3814 -2.0192 0.6887
C 2.6048 0.7128 -2.7186 -0.7171 0.1484 0.9146 0.2657
O 3.5878 1.6685 -2.3872 0.5456 -0.1408 -0.2303 -0.0637
H 1.3487 1.7607 -1.0980 0.4186 -0.0259 -0.2311 0.0420
H 1.5075 -0.0384 -1.0156 -0.1091 0.2013 0.3476 -0.0207
H 0.5084 0.7131 -2.2468 -0.2721 0.0396 0.3463 -0.2341
H 2.3549 0.8290 -3.7732 -0.8183 0.4459 -0.0398 0.1553
H 3.0227 -0.2927 -2.7685 0.2557 0.1399 0.7109 -0.6267
H 3.2114 2.4612 -2.7764 0.5033 0.8669 0.1185 -0.2771
C 3.8044 -0.5705 3.9675 -1.7928 -0.8335 0.9438 -0.2390
O 4.7663 -0.2830 3.0786 2.4313 1.5250 -1.2122 -0.2601
C 4.5749 0.7693 2.1207 0.0162 -2.1378 -0.1164 0.1897
C 5.8526 0.7580 1.2533 -1.0528 1.0410 1.3421 -0.7833
N 5.7037 1.7649 0.2118 0.8800 -0.8042 1.4348 -0.0010
C 6.9606 1.7346 -0.5188 -1.3264 1.3485 -1.3436 -0.8011
C 6.8518 2.7795 -1.6160 0.3564 -0.3767 -1.2005 1.1012
O 7.6783 2.3820 -2.7076 1.6010 0.8064 -0.1096 -0.4071
C 9.0899 2.6284 -2.4651 -0.8930 -0.7150 0.4780 -0.7685
H 3.3804 0.2482 4.5490 0.4736 0.5289 0.3078 0.3687
H 4.2273 -1.3381 4.6156 -0.2781 0.0690 0.2639 0.0810
H 2.9224 -0.9870 3.4811 -0.2902 -0.3923 -0.2368 -0.0733
H 4.2979 1.7432 2.5243 0.5602 0.1360 0.4208 0.3266
H 3.6899 0.4373 1.5779 -0.2002 0.1851 -0.7724 -0.3100
H 6.1304 -0.2240 0.8706 -0.5089 -0.4097 -0.1059 0.3257
H 6.6837 1.0124 1.9112 0.0495 0.2819 0.0879 0.3765
H 4.9220 1.4247 -0.3298 0.0576 0.3578 -0.8799 -0.0977
H 7.0699 0.7956 -1.0615 0.5262 -0.3488 0.2441 0.4413
H 7.8107 1.9993 0.1101 -0.1679 -0.5035 0.3080 0.4564
H 7.1002 3.7965 -1.3123 -0.0234 0.0872 0.2953 0.2547
H 5.8634 2.7739 -2.0754 -0.2348 0.0005 0.4294 -1.0013
H 9.4688 3.5786 -2.8415 -0.2614 -0.0295 -0.5526 0.2869
H 9.6219 1.7566 -2.8461 0.1601 0.3130 -0.3268 0.2495
H 9.3112 2.6602 -1.3982 -0.1567 -0.1022 0.2276 0.3364
C 2.2482 -3.3055 1.8240 1.1220 -0.5564 -1.2398 -0.9116
O 0.9109 -3.0978 1.6262 -2.7345 2.3520 1.7288 0.1403
C 0.4453 -1.8214 2.1976 0.0088 -1.1320 -0.1210 -0.4166
C -1.0769 -1.8107 2.0437 0.1435 -1.0487 -0.6188 -0.9417
N -1.5334 -1.7464 0.6015 -1.4850 0.5969 2.4659 0.4597
C -1.4700 -0.3266 0.2397 0.4930 -0.4139 -1.9831 0.1421
C -2.0718 -0.0026 -1.1543 1.5497 1.4119 -1.0839 0.2458
O -1.7873 1.3904 -1.5900 0.5448 -0.2405 0.8863 0.4490
C -2.2150 2.5109 -0.7933 -1.4124 -0.7753 -1.7783 -1.0462
H 2.7643 -2.4388 1.4110 0.7151 -0.1922 -0.3517 0.3005
H 2.3140 -4.2101 1.2195 1.4127 -0.0226 -0.0836 0.1462
H 2.6749 -3.4888 2.8101 -0.6664 -0.0180 0.5502 0.3232
H 0.9963 -0.9850 1.7676 -0.1495 0.1264 -0.9099 0.2119
H 0.7629 -1.6931 3.2324 -0.2835 -0.6949 0.4904 0.4139
H -1.5469 -1.0929 2.7160 0.0176 0.6105 -0.6057 0.4791
H -1.4573 -2.7468 2.4524 0.2962 -0.2490 -0.0520 0.3047
H -0.8414 -2.2541 0.0690 0.0897 -0.0147 -0.1674 -0.4022
H -0.3817 -0.2667 0.2513 0.0435 1.9179 -0.5287 -0.6503
H -1.9310 0.4029 0.9056 0.0174 -0.6220 0.6270 0.4005
H -3.1018 -0.2704 -1.3896 -0.4423 0.1942 0.9814 0.1143
H -1.5518 -0.4550 -1.9988 0.3745 -0.7944 0.4006 -0.6073
H -1.6598 2.8225 0.0915 -0.0235 -0.6899 0.2007 0.2820
H -3.2816 2.2984 -0.7206 -0.2938 0.3643 1.4076 0.1859
H -2.2531 3.3683 -1.4653 0.5774 0.0863 -0.1767 0.2839
C 5.2901 7.8116 -2.0512 0.0701 0.1096 -1.3262 -0.8439
O 4.6145 6.9179 -2.9461 -0.3320 0.7671 0.5121 -0.3419
C 5.3532 5.7633 -3.1002 0.6981 -1.4338 0.1750 -0.4344
C 4.9171 4.8858 -4.2395 0.1917 -0.3773 0.2181 -1.2984
N 3.5384 4.4433 -4.1414 -0.9920 0.6598 -0.2604 0.2941
C 3.1290 3.6117 -5.2683 -0.1010 -0.9475 -0.0222 -1.1323
C 1.6023 3.6712 -5.4726 1.0395 0.5794 -0.4131 0.3306
O 1.3200 5.0129 -5.9096 -0.8394 -1.3794 0.4658 -0.4461
C -0.0664 5.3093 -5.8452 0.1508 1.4382 -0.4699 -0.5858
H 6.3226 7.9341 -2.3782 0.3269 -0.2054 -0.0853 0.4827
H 5.3340 7.4371 -1.0285 -0.5055 0.2284 0.1685 0.2822
H 4.8564 8.7905 -2.2560 -0.3438 -0.0932 0.8450 0.2366
H 5.3476 5.1007 -2.2348 -0.1538 0.3300 0.7379 0.1101
H 6.3904 6.0486 -3.2763 0.3707 -0.1713 -0.0861 0.5394
H 5.4627 3.9449 -4.1682 0.7126 0.1969 -0.1323 0.6041
H 5.2259 5.4266 -5.1341 -0.5156 -0.2312 -0.7416 0.3973
H 2.9544 5.2448 -4.3325 -0.1706 0.6438 0.6722 0.1549
H 3.4026 2.5670 -5.1207 0.0878 -0.2112 0.2819 0.3603
H 3.7293 3.9184 -6.1248 -0.5564 0.0874 -0.6901 0.4896
H 1.0544 3.3772 -4.5774 0.1200 0.5374 0.6503 0.0591
H 1.2360 2.9179 -6.1701 0.2823 0.0716 -0.6554 0.1708
H -0.7717 4.6144 -6.3011 0.3896 -0.6185 0.0012 0.2010
H -0.1680 6.2232 -6.4306 -0.0972 0.1050 0.0078 0.3581
H -0.4020 5.5667 -4.8406 0.0861 -0.3224 0.3144 0.1316
C 3.9980 -5.1450 -3.0262 -1.1124 0.8828 -2.1961 -0.7906
C 3.1740 -3.7889 -3.3131 1.8117 0.2526 0.0792 0.3394
C 1.6753 -3.8432 -3.7333 0.3914 -0.9617 2.6951 -0.0886
O 1.1382 -2.5065 -3.7652 -0.2935 -1.5113 -0.8583 -0.0332
C -0.0668 -2.3569 -4.5458 0.2590 1.0209 0.3155 -0.6325
N 3.5272 -2.8805 -2.1595 -2.2151 -0.6203 -0.4628 -0.2516
H 4.2565 -5.6315 -3.9667 -0.2992 -0.0236 -0.4365 0.4327
H 3.4261 -5.9133 -2.5057 0.1352 0.3935 0.6228 0.1300
H 5.0014 -4.9408 -2.6524 -0.4685 0.2228 0.7333 0.0209
H 3.4780 -3.2248 -4.1948 1.2683 -0.5566 -0.4795 0.3387
H 1.1919 -4.4776 -2.9903 -0.7831 0.4716 0.8283 -0.5268
H 1.5458 -4.5490 -4.5537 0.2611 0.9678 -1.1741 0.4789
H 0.1454 -2.1713 -5.5987 0.2310 -0.5061 -0.1320 0.3599
H -0.5333 -1.4228 -4.2327 0.1545 0.0777 0.2680 -0.1408
H -0.8431 -3.1113 -4.4180 0.3956 -0.5090 0.1292 0.3110
H 4.5008 -2.6125 -2.1428 0.1442 -0.2347 -0.4016 0.2679
H 2.9898 -2.0632 -2.4109 0.0773 0.4874 0.6178 -0.2789
C 1.3873 4.9934 -0.1296 -0.9581 1.1746 -0.6653 -1.4079
C 2.5672 6.0486 -0.1544 -1.0941 -0.2002 2.3514 2.5123
C 2.4687 7.4678 0.5394 -0.2868 -0.0743 -3.1081 -0.9934
O 1.7453 8.4735 -0.2301 -0.7051 -0.2292 1.2500 -0.3737
C 1.8798 8.6156 -1.6336 -0.8695 -0.0800 -0.2509 -0.1287
N 3.5215 5.4620 0.7429 2.2274 -0.7428 -0.5683 -0.6544
H 0.9220 4.7591 0.8278 0.1933 1.0089 0.6364 0.3281
H 1.6678 3.9671 -0.3666 0.7532 0.2457 -0.8257 0.3279
H 0.5557 5.2828 -0.7721 -0.1232 -0.1151 -0.2695 0.0553
H 3.0591 6.0812 -1.1265 -0.3455 0.2263 -0.1021 -0.9441
H 3.4881 7.8393 0.6436 0.1333 -0.2988 0.0139 0.4060
H 2.0671 7.3335 1.5438 -0.5680 0.3826 -0.1850 0.2705
H 2.2546 7.7342 -2.1540 0.3453 0.1475 0.1173 0.0000
H 2.3403 9.5462 -1.9652 1.0549 -0.1198 0.4994 0.2987
H 0.8876 8.8158 -2.0380 -0.4667 -0.4731 0.1316 -0.0373
H 3.1514 5.2291 1.6534 -0.2389 -0.2076 -0.1132 0.2940
H 3.7341 4.6318 0.2086 0.8000 -0.7603 1.0164 -0.0165
C -7.7767 -0.7595 0.4680 1.3974 0.5833 -0.0070 -0.8698
C -7.7150 0.4862 1.3125 -0.3007 0.7975 0.6977 0.9321
C -7.2554 1.7050 0.4595 -0.6622 0.3333 -0.6012 -0.6956
O -7.4777 3.0461 0.9345 1.4140 -0.6119 1.1095 -0.3797
C -6.5351 3.3215 2.0021 -1.2989 -0.7286 0.5465 -1.0765
N -8.9745 0.7453 1.9518 -0.9788 0.8731 -0.4436 -0.8203
H -8.4801 -1.4846 0.8773 0.2273 -0.0752 -0.2578 0.2750
H -6.7312 -1.0234 0.6272 -0.1034 -1.3003 -0.6832 -0.2015
H -7.8955 -0.5415 -0.5933 -0.4712 -0.2081 0.0361 0.3408
H -7.0465 0.2366 2.1365 0.9585 0.3434 -0.1069 0.1446
H -7.8309 1.6762 -0.4658 -0.2348 -0.0968 0.0153 0.4145
H -6.2167 1.6322 0.1370 0.3244 -0.3383 0.2482 0.1787
H -5.4729 3.2338 1.7736 0.0254 0.3496 -0.7109 0.3472
H -6.6892 2.5682 2.7748 -0.0221 -0.2281 0.2718 0.4060
H -6.7886 4.2586 2.4977 0.1093 0.1002 -0.4811 0.4127
H -8.8818 1.6074 2.4697 -0.4096 0.0579 0.2640 0.2833
H -9.2272 -0.0127 2.5696 0.0134 0.0788 0.1179 0.2641
C 6.9312 -4.3943 -0.5120 -0.4514 -1.5684 0.2397 -1.2006
C 8.2690 -4.8763 0.0563 1.5091 0.5725 0.1910 0.6534
C 9.3666 -4.7183 -1.0083 0.8197 0.2588 0.2095 -1.3669
O 9.7249 -3.3575 -1.1887 -0.2520 0.3928 -0.0146 -0.2833
C 10.6941 -3.2049 -2.2151 -0.3268 -0.0158 0.2272 -0.8096
N 8.6664 -4.2582 1.3693 -0.3985 0.5826 -0.8721 -0.6685
H 6.3555 -3.6989 0.0989 0.4304 0.4733 -0.3073 0.2834
H 6.2850 -5.2716 -0.5420 -0.2542 -0.1593 0.1880 0.0659
H 7.0271 -4.1961 -1.5796 0.0443 0.9296 0.2319 0.5332
H 8.2763 -5.9409 0.2900 -0.4219 -0.2025 -0.2870 0.2438
H 9.1425 -5.1816 -1.9691 -0.6972 -0.0031 -0.2279 0.5316
H 10.2711 -5.2508 -0.7143 0.2592 -0.2270 0.4894 0.6164
H 11.0865 -2.1897 -2.2747 -0.2514 0.0890 0.5052 0.2366
H 10.2273 -3.3879 -3.1829 0.1610 -0.4137 -0.2028 0.3182
H 11.5276 -3.8737 -2.0006 0.1619 -0.1718 -0.3626 0.3273
H 8.5465 -3.2579 1.2971 -0.6812 0.3772 -0.0755 0.2260
H 9.6699 -4.2471 1.4827 0.4359 -0.8063 -0.1012 0.2323
C -1.5192 -5.0907 1.0245 0.0413 1.0671 -1.2183 -1.0008
C -0.8167 -5.1676 -0.3448 -0.5387 0.5805 -0.9712 0.1568
C 0.3233 -6.2285 -0.4197 -1.9531 1.3067 -0.1462 0.7903
O -0.2160 -7.5516 -0.5612 0.5844 0.6455 -0.2710 -0.4123
C 0.7907 -8.4260 -1.0488 -0.2534 -0.4014 -0.1527 -0.7753
N -1.8846 -5.2636 -1.3613 -0.3961 -1.9310 1.0911 -0.3394
H -2.1218 -4.1921 0.8918 -0.1641 0.0943 0.4586 -0.4972
H -0.8073 -4.9205 1.8321 -0.2175 -0.3409 0.0206 0.2092
H -2.2401 -5.8950 1.1713 0.3670 -0.3348 0.1370 0.6017
H -0.4654 -4.1981 -0.6977 1.2377 0.1947 1.1953 -0.0664
H 0.8027 -6.0196 0.5366 0.8354 -0.7378 -0.0444 -0.1818
H 0.9030 -5.9023 -1.2832 0.5483 -0.5897 0.0219 -0.2333
H 0.4160 -9.4105 -1.3288 -0.6614 -0.0657 0.7431 0.3175
H 1.5526 -8.5403 -0.2777 0.3892 -0.0281 -0.2849 0.2364
H 1.1706 -8.1301 -2.0266 0.5084 0.7670 0.1533 0.2905
H -1.7057 -5.0366 -2.3291 0.7695 -0.0297 0.0775 0.2292
H -2.0547 -6.2550 -1.2700 -0.8814 -0.4594 -0.9620 0.4339
C -4.3908 4.4208 4.8696 0.1618 -0.0009 -0.0473 -1.5530
C -3.3570 3.3093 5.0434 1.1137 0.5310 0.8858 0.6533
C -1.8903 3.7848 4.9262 -1.0788 -0.5179 -3.5103 -0.6515
O -1.0794 2.6605 4.5608 -1.5185 -0.1593 -0.2621 -0.1327
C 0.2652 3.0202 4.5742 0.0014 -0.3489 1.2308 -0.7216
N -3.3781 2.8352 6.4051 -1.5591 -0.5742 1.3199 -0.7694
H -4.1885 5.2159 5.5872 -0.0416 0.0874 -0.0036 0.4314
H -5.4017 4.0540 5.0477 -0.0163 -0.2060 0.2914 0.4178
H -4.4528 4.8515 3.8702 0.4590 -0.0193 -0.1021 0.2542
H -3.6431 2.4137 4.4920 0.6132 0.4637 -1.3459 0.2318
H -1.5026 4.4035 5.7354 -0.2507 -0.4616 0.4606 0.4284
H -1.9055 4.3865 4.0175 0.3982 0.7417 -0.1431 0.2519
H 0.4305 2.9249 5.6474 1.4801 0.6129 0.1147 0.3179
H 0.3985 4.0361 4.2024 0.3195 0.0532 -0.0576 0.3147
H 0.8786 2.2953 4.0391 -0.1624 0.0516 -0.1304 0.0591
H -4.3665 2.6658 6.5254 -0.4675 -0.0983 0.9922 0.2691
H -3.0317 1.8868 6.3774 0.5641 -0.1885 0.2454 0.2433
C 1.0969 -10.2269 5.4775 -0.0901 0.8999 -0.0930 -1.2685
C -0.3662 -9.8886 5.5948 -0.6393 0.0865 -0.3905 0.5246
C -0.9066 -9.0788 4.4234 0.1722 0.3268 -0.7833 -0.7286
O -0.1764 -7.8628 4.3253 1.3806 -0.0740 0.1580 -0.3780
C 0.0358 -7.4204 3.0057 -0.6942 -0.0063 -0.3743 -0.2382
N -1.1159 -11.1503 5.7547 -0.7261 0.6270 0.6991 -0.6765
H 1.1794 -10.7861 4.5455 0.6331 -0.5610 0.3725 0.2682
H 1.2893 -10.7095 6.4357 0.6015 -0.7001 -0.4839 0.4237
H 1.7501 -9.3551 5.4404 -0.0838 0.1221 -0.1482 0.2143
H -0.4550 -9.1905 6.4272 -0.5020 -0.4865 0.6059 0.2513
H -1.9473 -8.7550 4.4285 -0.3553 -0.6207 0.6808 0.1557
H -0.7998 -9.6724 3.5155 0.2342 -0.1404 -0.3807 0.4264
H 0.6696 -6.5376 2.9211 -0.1970 0.2578 0.7841 0.1825
H -0.9495 -7.2019 2.5938 0.0763 0.1770 -0.4547 0.0110
H 0.5337 -8.1203 2.3347 -0.0554 -0.7108 0.1745 0.3121
H -0.7100 -11.7638 6.4468 0.1064 0.2120 0.1218 0.2580
H -1.2731 -11.7245 4.9388 0.2365 0.4900 -0.3934 0.2230
C 5.3802 -7.4081 1.5396 -0.8514 0.4373 0.1619 -1.2300
C 5.6298 -6.1835 2.4674 0.1664 -0.3536 0.5053 1.3513
C 4.4653 -6.1261 3.5040 0.7325 0.8837 0.3342 -0.5583
O 4.4554 -4.8537 4.2546 0.6353 -1.3159 -1.4999 -0.1128
C 5.3566 -4.7611 5.3525 -1.1262 0.0124 0.9787 -0.9128
N 6.9749 -6.1794 3.0846 -0.3137 -0.7719 0.5161 -0.9290
H 5.4931 -8.3795 2.0211 0.7091 0.1643 0.2520 0.4225
H 5.8434 -7.4118 0.5529 0.5685 0.1574 0.2666 0.3238
H 4.3184 -7.4424 1.2957 -0.3117 0.3537 -0.1122 0.1322
H 5.6134 -5.2181 1.9615 -0.8765 -0.1085 -0.7292 -0.2149
H 4.3737 -6.9645 4.1945 0.8300 -0.1723 0.3315 0.4456
H 3.5357 -6.2567 2.9499 -0.1683 0.9177 -0.1164 -0.1749
H 6.3980 -5.0826 5.3383 -0.0571 -0.0795 -0.9066 0.4283
H 4.9249 -5.3565 6.1570 -0.0486 0.0671 0.4158 0.3172
H 5.3426 -3.7084 5.6350 0.0095 -0.0558 0.0941 0.2031
H 7.0061 -5.4174 3.7468 -0.0949 -0.0460 0.0530 0.2834
H 7.6613 -5.8512 2.4203 0.0003 -0.1122 -0.3946 0.3055
C -5.5883 -6.1289 -0.6790 -0.9621 -0.0225 0.7710 -1.2280
C -5.6455 -4.5789 -0.9024 -1.2934 -1.4616 1.4779 0.0477
C -5.4588 -3.7707 0.3949 0.0090 -1.3384 0.7397 0.8360
O -6.4653 -4.0913 1.3468 -1.3952 0.0548 1.2936 -0.4295
C -6.3870 -3.3963 2.6216 1.0497 0.4411 -1.3495 -0.4178
N -4.6368 -4.2832 -1.7989 1.4589 1.8284 -1.8335 -0.3069
H -6.3359 -6.5118 0.0157 -0.3057 0.0648 -0.0220 0.3629
H -4.6500 -6.4924 -0.2600 0.4392 0.6399 0.1742 0.0940
H -5.6593 -6.7079 -1.5998 -0.3401 0.3737 -0.2852 0.3866
H -6.5714 -4.2247 -1.3554 -0.4451 -0.4747 0.1619 0.5030
H -5.4481 -2.6996 0.1935 0.4047 -0.0227 -0.0397 -0.2503
H -4.5716 -4.1998 0.8605 0.9113 0.8194 -0.2003 -0.4164
H -6.4436 -2.3208 2.4537 -0.5090 0.2143 -0.0678 -0.0780
H -5.3986 -3.4819 3.0729 0.2597 -0.5956 0.0697 0.3347
H -7.1298 -3.7066 3.3565 -0.1620 -0.2944 -0.5477 0.3448
H -4.9588 -4.3899 -2.7502 0.4166 -0.1460 0.0206 0.2793
H -3.7731 -4.7641 -1.5918 0.2442 0.1133 -0.2009 0.1486
C -7.1967 7.5594 -2.2811 -2.2079 -0.2322 1.5328 -0.9121
C -8.2177 6.9410 -1.2542 1.1703 -0.0290 3.2721 0.3852
C -8.0217 7.4140 0.2841 1.3742 1.3972 -1.2787 -0.8422
O -6.6560 7.7376 0.6251 -1.3470 0.6346 -0.0505 -0.4842
C -5.7587 6.7086 0.9008 -0.5114 -0.1727 -0.7090 0.2699
N -9.5971 7.2714 -1.4621 -0.5059 -0.0876 -1.1725 -0.6474
H -6.1445 7.4274 -2.0287 -0.2077 -0.1010 -0.2011 0.0828
H -7.5099 8.6027 -2.2421 0.6218 0.2924 -0.4401 0.2657
H -7.5477 7.1109 -3.2105 0.6954 0.1659 -0.3566 0.3619
H -8.1485 5.8546 -1.1999 0.1718 -0.1748 -0.4260 0.1928
H -8.5881 6.9175 1.0720 0.4543 -1.2952 -0.1914 0.3911
H -8.4943 8.3893 0.4006 0.0261 0.4340 -0.5875 0.4095
H -4.9417 7.1770 1.4497 -0.0450 -0.4921 0.3492 0.1594
H -5.3609 6.3132 -0.0338 0.2899 -0.2529 -0.1959 0.1066
H -6.3118 5.8952 1.3704 0.5386 -0.0648 0.5355 -0.2253
H -9.7397 7.2744 -2.4620 -0.5770 -0.1267 -0.2499 0.2616
H -9.8174 8.2095 -1.1596 0.1485 0.2173 0.0910 0.2616
C -2.5808 0.1880 -9.2722 -0.3695 0.3815 0.4282 -1.5533
C -1.8842 0.9868 -8.1785 2.9395 -1.0418 0.1471 0.6552
C -1.4772 0.0632 -7.0311 -0.6745 0.4903 0.7011 -0.9833
O -0.7009 0.6644 -6.0112 -0.3517 1.2839 1.0925 -0.0804
C -1.4719 1.5538 -5.1720 0.6357 0.1072 0.5145 -0.0280
N -0.6371 1.7274 -8.5778 -1.4592 0.7767 -0.1705 -0.6910
H -2.8829 0.9297 -10.0116 -0.5597 -0.3788 -0.0862 0.3657
H -3.3834 -0.2842 -8.7057 -0.8111 0.3028 -0.4826 0.3740
H -2.1673 -0.6783 -9.7887 1.0837 0.3318 0.1919 0.3556
H -2.6543 1.6198 -7.7377 0.3241 0.7538 -0.4428 0.2922
H -0.8483 -0.7617 -7.3660 -0.5064 -0.3254 -0.1283 0.4964
H -2.4250 -0.1389 -6.5322 -0.1900 -1.3718 -0.0947 0.2178
H -2.3155 1.1203 -4.6349 -0.4671 -0.6618 -0.7267 0.0079
H -1.7898 2.4774 -5.6558 -0.1373 -0.1320 -0.4042 0.2959
H -0.9118 1.8730 -4.2931 0.8448 -0.1038 -0.3040 -0.1652
H -0.3450 2.2418 -7.7591 -0.0365 0.3087 0.0971 0.2006
H 0.1718 1.1498 -8.7571 -0.2938 -0.6913 -0.2230 0.3069
```
Positions in Å, forces in eV/Å.

Its net charge is 0. As for the HOMO energy: -8.582 eV. As for the molar mass: 1656.51 g mol⁻¹. The calculation puts the LUMO energy at 0.008 Eh. Its frontier orbital gap is 0.324 Eh. The value obtained for the calculated total energy is -5436.86450 a.u.